Entry 1:
The following is a DFT calculation (the ωB97M-V functional and the def2-TZVPD basis) of a structure of composition C37H33ClN3O4PS2V.

The orbital gap (spin up / spin down) comes out at 0.1826 / 0.1591 Eh. Its charge is -2. As for the LUMO energy (spin up / spin down): 0.1522 / 0.1522 Eh. The HOMO energy (spin up / spin down) is -0.0304 / -0.0068 Eh. As for the multiplicity: 2.

```
82
C37H33ClN3O4PS2V, DFT the ωB97M-V functional and the def2-TZVPD basis
V 0.14 0.81 0.19
C 2.69 0.28 -2.79
C 3.66 -0.65 -2.13
C 4.64 -1.27 -2.90
C 5.60 -2.10 -2.35
C 5.58 -2.34 -0.98
C 4.60 -1.73 -0.19
C 3.64 -0.88 -0.74
P 2.43 0.09 0.31
C 2.80 -0.73 1.96
C 2.24 -2.01 1.97
C 2.39 -2.88 3.03
C 3.09 -2.47 4.16
C 3.60 -1.18 4.19
C 3.46 -0.29 3.12
C 3.99 1.11 3.33
C 3.32 1.70 0.14
C 4.70 1.90 0.29
C 5.25 3.17 0.25
C 4.41 4.26 0.05
C 3.06 4.07 -0.20
C 2.49 2.78 -0.22
C 1.08 2.51 -0.66
H 2.63 0.08 -3.86
H 3.01 1.32 -2.66
H 1.69 0.20 -2.36
H 4.65 -1.08 -3.97
H 6.36 -2.56 -2.97
H 6.31 -2.99 -0.52
H 4.60 -1.94 0.87
H 1.67 -2.32 1.10
H 1.94 -3.86 2.98
H 3.22 -3.13 5.01
H 4.10 -0.83 5.09
H 4.05 1.32 4.41
H 3.35 1.86 2.87
H 5.00 1.23 2.92
H 5.34 1.04 0.47
H 6.32 3.31 0.39
H 4.82 5.27 0.05
H 2.42 4.92 -0.41
H 1.11 2.18 -1.71
H 0.51 3.45 -0.63
C -1.07 -2.29 -2.48
C -0.14 -1.51 -1.58
O 0.77 -2.11 -1.02
O -0.38 -0.22 -1.49
H -1.05 -3.34 -2.19
H -0.74 -2.18 -3.51
H -2.09 -1.92 -2.40
Cl 0.57 1.55 2.42
N -3.31 3.25 0.90
C -2.07 2.72 1.11
N -1.75 1.80 0.24
C -2.88 1.71 -0.61
C -3.12 0.89 -1.71
C -4.33 1.01 -2.36
C -5.30 1.93 -1.94
C -5.08 2.76 -0.85
C -3.86 2.62 -0.20
H -3.76 3.93 1.49
H -1.43 3.03 1.92
H -2.36 0.19 -2.01
H -4.55 0.36 -3.20
H -6.24 2.00 -2.47
H -5.83 3.47 -0.52
O -5.77 -5.11 -0.15
S -5.26 -3.91 -0.77
O -5.41 -3.81 -2.20
N -3.74 -3.59 -0.31
C -3.64 -2.46 0.39
S -2.26 -1.81 1.07
C -4.99 -1.77 0.57
C -5.27 -0.59 1.23
C -6.60 -0.17 1.28
C -7.62 -0.92 0.69
C -7.33 -2.10 0.03
C -6.00 -2.49 -0.02
H -4.46 -0.03 1.68
H -6.84 0.76 1.79
H -8.64 -0.57 0.75
H -8.11 -2.69 -0.44
```

***

Entry 2:
The following is a DFT calculation (the ωB97M-V functional and the def2-TZVPD basis) of a structure of composition C5H4N3O4.

The orbital gap comes out at 0.2381 Eh. Its charge is -1. As for the LUMO energy: 0.1206 Eh. The HOMO energy is -0.1175 Eh. The relative energy (zero: lowest compared OMol25 entry of this formula, charge and spin) is 90.0 kcal/mol.

```
16
C5H4N3O4, DFT the ωB97M-V functional and the def2-TZVPD basis
C -1.00 0.67 -0.58
C 0.24 1.15 -0.73
C 3.12 1.11 -0.18
C -1.42 -0.56 -0.12
C 0.97 -1.36 1.27
N 1.33 0.32 -0.34
N 1.10 -0.69 0.30
N -2.76 -0.76 0.22
O 3.70 0.22 0.35
O -3.11 -1.91 0.67
O 2.98 2.15 -0.62
O -3.61 0.09 0.04
H -1.89 1.33 -0.47
H 0.41 2.17 -0.82
H -0.96 -1.52 -0.19
H 0.89 -2.42 1.21
```

***

Entry 3:
The following is a DFT calculation (the ωB97M-V functional and the def2-TZVPD basis) of the molecule C6H8.

The orbital gap comes out at 0.3986 Eh. Its charge is 0. As for the SMILES: C#CC1CCC1. As for the LUMO energy: 0.0412 Eh. The HOMO energy is -0.3574 Eh. The relative energy (zero: lowest compared OMol25 entry of this formula, charge and spin) is 42.9 kcal/mol.

```
14
C6H8, DFT the ωB97M-V functional and the def2-TZVPD basis
C -0.23 2.89 0.54
C -0.02 1.71 0.49
C -0.05 0.25 0.60
C -0.97 -0.48 -0.43
C 0.18 -1.43 -0.81
C 1.10 -0.72 0.21
H -0.42 3.94 0.55
H -0.33 0.09 1.64
H -1.85 -0.95 0.03
H -1.31 0.17 -1.24
H -0.01 -2.49 -0.61
H 0.52 -1.33 -1.85
H 2.03 -0.29 -0.18
H 1.36 -1.36 1.06
```

***

Entry 4:
The following is a DFT calculation (the ωB97M-V functional and the def2-TZVPD basis) of a structure of composition C6H18F2O3S3Sn.

The orbital gap comes out at 0.3199 Eh. Its charge is 0. As for the LUMO energy: -0.0170 Eh. The HOMO energy is -0.3370 Eh.

```
33
C6H18F2O3S3Sn, DFT the ωB97M-V functional and the def2-TZVPD basis
Sn -0.82 0.99 -1.67
F 1.05 1.73 0.22
F 0.24 1.33 -4.20
C 0.05 -1.41 1.20
S -1.69 -1.79 0.97
O -2.18 -1.06 -0.26
C -1.45 -3.48 0.44
H 0.23 -0.36 1.45
H 0.70 -1.65 0.36
H 0.37 -1.98 2.08
H -2.36 -3.87 -0.02
H -1.15 -4.10 1.29
H -0.62 -3.52 -0.26
C -2.31 1.72 2.66
S -3.07 2.76 1.37
O -2.95 2.03 0.07
C -1.83 4.06 1.32
H -2.98 0.87 2.83
H -2.16 2.27 3.59
H -1.39 1.21 2.36
H -1.91 4.75 2.16
H -1.99 4.68 0.44
H -0.82 3.65 1.22
C 3.37 -2.16 -1.86
S 2.12 -1.11 -2.64
O 0.88 -1.36 -1.80
C 2.77 0.48 -2.15
H 3.03 -3.14 -1.52
H 3.82 -1.61 -1.03
H 4.20 -2.47 -2.50
H 2.75 0.61 -1.06
H 2.29 1.34 -2.60
H 3.81 0.60 -2.46
```